(1)
The following is a quantum chemistry calculation of a single C5H7NO molecule, from the OMol25 dataset.

Geometry as ORCA input:
```
! RIJCOSX wB97M-V def2-TZVPD def2/J DEFGRID3
* xyz 0 1
C 1.931 0.106 0.174
C 0.437 0.017 0.193
N -0.201 -0.912 1.119
C -0.640 -0.981 -0.243
C -1.683 0.118 -0.488
C -0.497 1.083 -0.305
O -0.275 2.179 -0.750
H 2.301 0.587 -0.736
H 2.380 -0.883 0.284
H 2.245 0.714 1.029
H -0.889 -0.489 1.737
H -0.508 -1.888 -0.823
H -2.459 0.157 0.285
H -2.142 0.192 -1.476
*
```

Computed properties:
- ΔE to the lowest compared entry with this formula, charge and spin (eV) = 1.9965
- Kohn-Sham gap (eV) = 10.391
- molar mass (g/mol) = 97.12
- highest occupied orbital energy (eV) = -9.4


(2)
The following is a quantum chemistry calculation of 9 unconnected molecules or ions with the total composition H18O9 at a distorted geometry, from the OMol25 dataset.

Geometry as ORCA input:
```
! RIJCOSX wB97M-V def2-TZVPD def2/J DEFGRID3
* xyz 0 1
O -2.359 0.421 1.550
H -2.096 0.126 2.385
H -2.478 1.351 1.738
O 3.010 -0.389 -0.447
H 2.724 -0.929 0.297
H 3.475 -0.975 -1.028
O 0.770 -1.934 -1.339
H 1.670 -1.954 -1.064
H 0.428 -1.305 -0.748
O 1.895 -1.779 1.416
H 0.989 -2.068 1.195
H 2.325 -2.378 2.050
O 1.425 1.744 1.410
H 0.713 2.300 1.704
H 1.908 1.466 2.170
O -0.171 0.091 -0.086
H 0.426 0.705 0.365
H -0.952 0.173 0.499
O -0.933 1.951 -1.680
H -0.830 1.219 -1.067
H -0.258 1.732 -2.312
O 1.054 0.714 -2.937
H 0.300 0.536 -3.498
H 0.919 0.123 -2.193
O -4.651 -0.683 0.495
H -5.422 -0.182 0.620
H -3.879 -0.076 0.503
*
```

Computed properties:
- ΔE to the lowest compared entry with this formula, charge and spin (eV) = 2.8550
- Kohn-Sham gap (eV) = 9.568
- molar mass (g/mol) = 162.14
- highest occupied orbital energy (eV) = -10.0


(3)
The following is a quantum chemistry calculation of a molecular structure, C41H46CdN3P at a distorted geometry, from the OMol25 dataset.

Geometry as ORCA input:
```
! RIJCOSX wB97M-V def2-TZVPD def2/J DEFGRID3
* xyz -2 1
Cd 0.756 -0.422 -0.074
N 1.628 2.800 2.031
N 0.968 1.950 -1.456
C -1.924 -1.242 -0.247
C -2.344 0.043 0.197
C -1.749 0.299 1.464
C -1.846 1.536 2.281
H -2.441 2.304 1.771
H -0.845 1.953 2.481
H -2.321 1.342 3.255
C -0.963 -0.825 1.834
C -0.299 -0.987 3.153
H -0.990 -1.353 3.935
H 0.104 -0.024 3.508
H 0.531 -1.703 3.103
C -1.040 -1.792 0.750
C -0.587 -3.211 0.789
H 0.407 -3.304 1.252
H -0.522 -3.637 -0.223
H -1.275 -3.850 1.370
C -3.209 0.987 -0.554
H -4.265 0.921 -0.244
H -3.176 0.790 -1.634
H -2.888 2.025 -0.390
C -2.316 -1.928 -1.506
H -1.546 -2.642 -1.827
H -2.449 -1.210 -2.327
H -3.257 -2.495 -1.396
C 2.619 3.044 2.881
H 2.352 3.172 3.937
C 3.964 3.134 2.494
H 4.704 3.423 3.239
C 4.316 2.829 1.182
H 5.358 2.779 0.870
C 3.306 2.556 0.273
H 3.485 2.315 -0.769
C 1.960 2.552 0.736
C 0.853 2.144 -0.067
H -0.147 2.453 0.257
C 0.806 0.675 -1.959
C 0.950 2.896 -2.500
H 1.088 3.944 -2.308
C 0.665 2.220 -3.616
H 0.509 2.568 -4.621
N 0.501 0.873 -3.269
C -0.101 -0.107 -4.108
C -1.311 0.184 -4.766
C -1.885 -0.836 -5.532
H -2.801 -0.631 -6.081
C -1.310 -2.106 -5.609
C -1.875 -3.179 -6.488
H -1.766 -4.158 -6.002
H -1.338 -3.231 -7.447
H -2.932 -2.990 -6.702
C -0.171 -2.384 -4.856
H 0.267 -3.380 -4.890
C 0.441 -1.400 -4.079
C 1.652 -1.759 -3.280
H 2.417 -0.971 -3.248
H 2.108 -2.662 -3.713
H 1.388 -2.033 -2.243
C -2.031 1.496 -4.674
H -1.531 2.288 -5.249
H -2.185 1.849 -3.643
H -3.029 1.356 -5.110
C 3.763 -1.693 -0.406
P 2.953 -1.679 1.242
C 3.284 -3.348 1.959
C 4.533 -3.943 1.729
C 4.883 -5.133 2.378
C 3.987 -5.749 3.258
C 2.737 -5.159 3.489
C 2.382 -3.962 2.852
C 4.059 -0.693 2.334
C 3.617 -0.405 3.642
C 4.504 0.129 4.578
C 5.839 0.365 4.233
C 6.267 0.112 2.928
C 5.377 -0.382 1.972
H 3.289 -2.472 -1.024
H 4.836 -1.896 -0.340
H 3.616 -0.727 -0.918
H 5.241 -3.450 1.061
H 5.872 -5.556 2.199
H 4.271 -6.672 3.774
H 2.035 -5.620 4.185
H 1.424 -3.485 3.074
H 2.590 -0.641 3.933
H 4.150 0.333 5.591
H 6.546 0.724 4.985
H 7.307 0.282 2.643
H 5.720 -0.558 0.953
*
```

Computed properties:
- Kohn-Sham gap (spin up / spin down) (eV) = 3.333 / 2.152
- molar mass (g/mol) = 724.23
- highest occupied orbital energy (spin up / spin down) (eV) = 1.1 / 2.3


(4)
The following is a quantum chemistry calculation of 15 unconnected molecules or ions with the total composition C3H34NO16S at a distorted geometry, from the OMol25 dataset.

Geometry as ORCA input:
```
! RIJCOSX wB97M-V def2-TZVPD def2/J DEFGRID3
* xyz -1 1
O -0.121 1.728 0.175
C -0.375 1.019 -0.909
O 0.372 0.977 -1.954
C -1.674 0.178 -0.862
C -1.690 -0.848 -1.959
S -3.235 -2.151 -1.955
N -1.474 -0.434 0.561
H -2.551 0.988 -1.029
H -1.646 -0.374 -2.952
H -0.832 -1.522 -1.991
H -2.960 -2.564 -0.674
H -1.201 0.285 1.212
H -0.588 -0.912 0.463
H 1.617 -2.357 0.041
H 0.643 -1.875 -1.107
O 0.521 -2.099 -0.135
H 0.939 3.441 1.995
H 2.479 3.431 2.213
O 1.745 3.142 2.589
H -0.069 -4.095 0.501
H -1.038 -3.385 1.548
O -0.404 -4.048 1.373
H -2.123 2.155 2.430
H -0.773 2.635 1.588
O -1.102 2.217 2.399
H 1.918 1.371 1.963
H 1.233 0.351 1.054
O 2.062 0.560 1.546
H 3.499 -1.829 0.879
H 3.434 -0.211 0.810
O 3.720 -1.024 0.366
H 0.761 -0.320 -3.468
H -0.330 -0.160 -4.172
O 0.313 -0.849 -4.183
H 2.357 -2.110 2.221
H 1.836 -3.600 1.916
O 2.667 -3.027 1.752
H -2.906 -0.883 3.269
H -3.082 -0.905 1.682
O -3.539 -1.234 2.548
H -2.599 3.218 -0.989
H -2.464 3.616 0.425
O -2.447 2.836 -0.103
H 1.003 3.235 0.094
H 1.796 4.321 -0.486
O 1.073 4.222 0.179
H 2.329 -1.510 -2.674
H 2.966 -1.188 -1.152
O 2.465 -1.687 -1.807
H 2.447 1.881 -3.140
H 1.543 2.663 -2.243
O 2.362 2.725 -2.857
H -0.139 -0.559 4.300
H 0.067 0.463 3.208
O -0.069 -0.480 3.362
*
```

Computed properties:
- ΔE to the lowest compared entry with this formula, charge and spin (eV) = 4.3266
- Kohn-Sham gap (eV) = 8.511
- molar mass (g/mol) = 372.36
- highest occupied orbital energy (eV) = -6.1